Entry 1:
# C14H56N28O14

A 14-piece molecular cluster, C14H56N28O14 overall at a distorted geometry (the ωB97M-V functional and the def2-TZVPD basis, the OMol25 dataset).

The max |F| comes out at 0.202 hartree/bohr. Its energy relative to the best compared isomer or geometry (same formula, charge and spin) is 8.986 eV. The value obtained for the LUMO energy is -0.11 eV. The value obtained for the orbital gap is 8.730 eV.

ORCA input file:
```
! wB97M-V def2-TZVPD RIJCOSX def2/J DEFGRID3
* xyz 0 1
C 0.72906 -2.35910 3.47870
O -0.27126 -2.49544 2.77741
N 1.70782 -3.22628 3.41178
N 0.79281 -1.67141 4.60771
H 1.74144 -3.76157 2.55597
H 2.48380 -3.15602 4.05444
H 0.00952 -1.08729 4.86337
H 1.73520 -1.50200 4.92909
C -0.63201 -5.44158 1.18669
O -0.58672 -6.35060 0.35522
N -0.78386 -4.19270 0.93713
N -0.53108 -5.67772 2.44494
H -0.91451 -3.97427 -0.04027
H -0.60741 -3.60846 1.74188
H -0.92438 -4.95403 3.02947
H -0.68116 -6.66625 2.58767
C -0.56097 3.04504 -4.64022
O -1.68481 3.38216 -4.96488
N 0.54557 3.12951 -5.31224
N -0.34325 2.28196 -3.64513
H 0.42786 3.77661 -6.07873
H 1.41619 2.69670 -5.03875
H 0.61256 2.01907 -3.45168
H -1.09493 1.87738 -3.10532
C -3.74831 -2.99958 3.45053
O -3.52054 -4.18002 3.67833
N -2.84325 -2.02442 3.26566
N -4.90706 -2.56947 3.23317
H -1.90311 -2.39288 3.24395
H -3.20177 -1.17763 2.84790
H -5.61440 -2.95244 3.84402
H -4.98197 -1.57694 3.06185
C 0.48233 0.29916 0.22395
O 1.32108 0.58323 1.07972
N -0.25371 -0.70392 0.43417
N 0.31960 0.94656 -0.88595
H -0.97807 -0.89345 -0.24367
H -0.18032 -1.24681 1.28270
H 1.04607 1.61166 -1.10950
H -0.35990 0.62705 -1.56145
C -3.37007 0.70514 -2.61855
O -2.28511 0.78303 -2.06789
N -3.65110 -0.10503 -3.51760
N -4.42586 1.24372 -2.03113
H -2.86612 -0.54403 -3.97716
H -4.60781 -0.17149 -3.83446
H -5.37768 0.92854 -2.15275
H -4.22641 1.77661 -1.19665
C 3.02656 4.17002 -2.01789
O 2.74197 3.02399 -1.80297
N 4.18126 4.69605 -1.86038
N 2.23430 4.99479 -2.61552
H 4.97421 4.11374 -1.63181
H 4.21593 5.59826 -2.31307
H 2.50315 5.91420 -2.93566
H 1.59242 4.59280 -3.28372
C -3.87862 -2.40748 -0.44846
O -2.75887 -2.45019 -0.92353
N -4.50538 -3.50427 -0.18858
N -4.58840 -1.30091 -0.15943
H -4.29426 -4.44848 -0.47841
H -5.08722 -3.51669 0.63689
H -4.26945 -0.50274 -0.68980
H -5.46473 -1.34692 0.34061
C 3.19754 1.08906 -4.54955
O 3.40561 2.22327 -4.89553
N 3.35830 0.02585 -5.30595
N 2.72840 0.90836 -3.39062
H 3.35000 -0.90466 -4.91327
H 3.28903 0.02032 -6.31355
H 2.68685 -0.06323 -3.11786
H 2.92086 1.68550 -2.77492
C 0.09543 1.65255 4.71679
O 0.47164 2.26496 5.75802
N -1.06677 1.08157 4.59194
N 0.91778 1.43819 3.70634
H -1.72791 1.35260 5.30577
H -1.24232 0.49371 3.78964
H 0.73436 0.98173 2.82424
H 1.88294 1.60122 3.95530
C 4.92908 -1.45912 1.85421
O 5.48032 -2.08295 0.93311
N 5.36452 -1.55700 3.13378
N 3.91361 -0.66259 1.65030
H 6.25446 -2.00994 3.28522
H 4.76982 -1.29551 3.90713
H 3.30532 -0.57249 0.84907
H 3.40515 -0.36091 2.46916
C -0.62017 -1.76464 -4.00065
O -1.55920 -1.62575 -4.62627
N -0.56226 -1.78813 -2.71003
N 0.50015 -1.97768 -4.50698
H 0.32234 -2.01091 -2.27649
H -1.44048 -1.85832 -2.21618
H 1.31294 -2.03082 -3.90978
H 0.63565 -1.84404 -5.49890
C -3.26429 1.73283 1.82560
O -3.47179 0.63096 2.38023
N -3.42535 2.87735 2.40584
N -3.01211 1.84207 0.54427
H -3.63810 2.83843 3.39242
H -3.10623 3.75182 2.01397
H -2.29638 2.54055 0.40299
H -2.76174 0.98668 0.06915
C 4.17052 3.40655 1.42146
O 4.84632 3.84077 2.31754
N 2.92538 3.68690 1.36633
N 4.60599 2.68677 0.40435
H 2.34885 3.43362 0.57668
H 2.48788 4.27064 2.06486
H 3.94059 2.39608 -0.29768
H 5.56264 2.45133 0.62677
*
```

=====

Entry 2:
# C14H56N28O14

A 14-piece molecular cluster, C14H56N28O14 overall at a distorted geometry (the ωB97M-V functional and the def2-TZVPD basis, the OMol25 dataset).

The max |F| comes out at 0.202 hartree/bohr. Its energy relative to the best compared isomer or geometry (same formula, charge and spin) is 14.154 eV. The value obtained for the LUMO energy is -0.19 eV. The value obtained for the orbital gap is 8.743 eV.

ORCA input file:
```
! wB97M-V def2-TZVPD RIJCOSX def2/J DEFGRID3
* xyz 0 1
C -3.07507 0.09962 5.78566
O -3.77810 -0.11311 6.78041
N -2.26820 1.11700 5.58041
N -2.75000 -0.81218 4.93490
H -2.06196 1.85621 6.23702
H -1.82200 1.14765 4.67484
H -2.11545 -0.67059 4.16198
H -3.20180 -1.67882 5.18967
C -0.27570 0.09463 -0.52749
O 0.23599 0.13258 0.63724
N -1.18287 0.86192 -1.10287
N 0.12498 -0.89379 -1.35362
H -1.61733 1.68203 -0.70441
H -1.50117 0.44150 -1.96429
H 0.95156 -1.42892 -1.12889
H -0.23486 -0.68864 -2.27477
C 0.64754 5.60949 3.14787
O 1.06791 4.78049 3.80314
N 0.41584 6.90489 3.35980
N 0.18542 5.28291 1.99157
H 0.65218 7.18823 4.30000
H 0.37822 7.60405 2.63188
H -0.16727 5.96555 1.33604
H 0.17547 4.32713 1.66522
C 0.63322 -4.60984 4.68900
O 1.13514 -3.84467 5.50409
N 0.27550 -5.83480 4.90528
N 0.27234 -4.22420 3.44980
H -0.21895 -6.36457 4.20175
H 0.19455 -6.06525 5.88530
H 0.42075 -3.28748 3.10248
H -0.06586 -4.97457 2.86443
C 4.97624 3.34556 0.13292
O 4.14164 4.21115 -0.29800
N 6.24555 3.52253 0.05534
N 4.62651 2.23185 0.74670
H 6.82237 2.82502 0.50349
H 6.66682 3.80475 -0.81814
H 3.61698 2.21532 0.72048
H 5.28314 1.47092 0.64719
C -1.98816 -0.29685 -6.49713
O -1.93906 -0.60315 -5.33857
N -2.95813 0.36361 -6.99740
N -1.16165 -0.53801 -7.37640
H -2.86013 0.83407 -7.88575
H -3.71479 0.44708 -6.33363
H -1.36672 -0.47813 -8.36356
H -0.31891 -1.00752 -7.07729
C -5.89413 2.04359 1.27403
O -5.24484 3.01280 0.95613
N -6.21551 1.86332 2.52926
N -6.39933 1.08313 0.61527
H -5.75997 2.53736 3.12781
H -6.76117 1.04646 2.76399
H -6.98321 0.38717 1.05664
H -5.96805 1.00705 -0.29484
C 5.11251 -3.82915 1.47003
O 4.54356 -3.06948 0.70486
N 4.76922 -5.07843 1.69833
N 6.24431 -3.60570 2.09762
H 5.48285 -5.47619 2.29214
H 3.79581 -5.32331 1.58603
H 6.64728 -4.01184 2.92994
H 6.82979 -2.96962 1.57540
C 5.08532 0.79091 5.32403
O 5.86402 -0.04639 5.76867
N 3.92547 0.44098 4.80548
N 5.21689 2.10373 5.37310
H 3.40672 1.13930 4.29231
H 3.44778 -0.42257 5.02035
H 4.37792 2.63783 5.19712
H 6.05020 2.57132 5.70031
C -7.20561 2.95325 -3.81965
O -6.18414 2.33065 -3.47525
N -7.99942 2.83070 -4.86364
N -7.69569 3.87058 -3.07028
H -8.64923 3.59208 -4.99831
H -7.84039 2.22048 -5.65259
H -7.18569 3.87243 -2.19850
H -8.57761 4.34406 -2.93565
C -3.15773 8.30624 -0.66505
O -2.61737 8.82354 -1.57926
N -3.87513 8.82534 0.37323
N -3.23656 7.04912 -0.50697
H -3.61621 9.78573 0.54851
H -4.61259 8.33965 0.86349
H -2.91848 6.44245 -1.24919
H -3.99847 6.74501 0.08220
C -1.79725 -5.97095 -4.77019
O -3.04124 -5.94744 -5.02696
N -1.12165 -7.10396 -4.92008
N -1.17921 -4.83456 -4.47745
H -0.14352 -7.10434 -4.66834
H -1.48653 -8.04379 -4.85965
H -1.57303 -3.90492 -4.44994
H -0.19060 -4.96807 -4.31953
C 6.63980 0.09389 -3.19910
O 7.04919 -0.03713 -2.09777
N 7.12161 1.10268 -3.84711
N 5.65248 -0.56822 -3.74112
H 7.90394 1.54922 -3.39032
H 7.04758 1.13705 -4.85380
H 5.07721 -1.01415 -3.04089
H 5.34786 -0.43146 -4.69434
C 0.91510 -8.03188 -0.24471
O 0.34135 -7.72247 0.72673
N 1.71007 -7.24965 -0.97358
N 0.74512 -9.18005 -0.84799
H 2.20159 -7.51386 -1.81542
H 1.89028 -6.29586 -0.69447
H -0.05810 -9.61295 -0.41495
H 1.24312 -9.46339 -1.67975
*
```

=====

Entry 3:
# C14H56O14

A 14-piece molecular cluster, C14H56O14 overall at a distorted geometry (the ωB97M-V functional and the def2-TZVPD basis, the OMol25 dataset).

The max |F| comes out at 0.064 hartree/bohr. Its energy relative to the best compared isomer or geometry (same formula, charge and spin) is 4.961 eV. The value obtained for the LUMO energy is 0.02 eV. The value obtained for the orbital gap is 10.288 eV.

ORCA input file:
```
! wB97M-V def2-TZVPD RIJCOSX def2/J DEFGRID3
* xyz 0 1
C 5.70439 -0.69791 4.31020
O 6.95523 -1.19084 4.01120
H 5.34867 -1.15425 5.23395
H 5.73084 0.38893 4.38873
H 5.03380 -1.05327 3.52783
H 7.58979 -0.95977 4.69351
C 6.45779 4.25549 -2.36775
O 5.75975 5.26486 -1.71931
H 6.31890 4.41136 -3.43757
H 7.49404 4.30725 -2.03366
H 5.99245 3.33485 -2.01567
H 6.39762 5.60848 -1.08952
C 2.93007 -6.35868 5.98250
O 2.02764 -5.51728 6.61063
H 2.66880 -6.58171 4.94804
H 3.97475 -6.06449 6.08351
H 2.74797 -7.33984 6.42096
H 1.69051 -4.86918 5.98780
C -1.42450 -6.10204 -5.17099
O -2.32195 -5.08252 -5.12132
H -1.67929 -6.96362 -4.55385
H -1.18731 -6.42832 -6.18361
H -0.48509 -5.79634 -4.71042
H -1.85747 -4.38368 -5.58766
C -2.52669 0.31057 6.17180
O -2.22797 -0.91872 5.71194
H -1.74278 0.99613 5.84998
H -3.51186 0.58062 5.79151
H -2.49594 0.28843 7.26114
H -2.99447 -1.46447 5.90226
C -5.89885 2.90281 -3.98309
O -6.25557 4.07662 -3.16172
H -6.73867 2.20837 -3.95936
H -5.64865 3.18223 -5.00653
H -5.08668 2.38661 -3.47120
H -6.57694 4.66758 -3.84662
C -0.70266 6.65554 -4.33726
O 0.72682 6.65724 -4.64126
H -1.11942 5.74696 -4.77186
H -0.98387 6.76132 -3.28947
H -1.11843 7.54721 -4.80647
H 1.18178 5.99984 -4.10981
C 6.15169 -2.49587 -1.33360
O 6.47840 -3.56467 -0.49215
H 5.35169 -1.81571 -1.04127
H 7.07033 -1.94241 -1.52825
H 5.79646 -2.88818 -2.28649
H 6.65856 -3.13351 0.34646
C -5.03662 6.14937 3.38067
O -5.54492 6.78680 2.25691
H -4.22861 5.51949 3.00855
H -4.55202 6.89368 4.01253
H -5.80065 5.58188 3.91202
H -5.73645 6.17877 1.53910
C 1.65543 6.86807 2.33426
O 1.91672 5.53139 1.85731
H 1.49014 7.51066 1.46948
H 0.87089 7.05884 3.06651
H 2.59430 7.21695 2.76428
H 2.58286 5.68118 1.18248
C -1.40606 -7.93080 0.95224
O -1.50729 -7.90590 2.37401
H -2.34632 -8.01253 0.40696
H -1.06541 -6.94891 0.62371
H -0.73377 -8.69938 0.57092
H -2.01737 -8.65713 2.68557
C 1.95484 -0.67456 -6.86477
O 0.63331 -0.56409 -6.47172
H 2.55375 0.07063 -6.34125
H 2.24431 -1.69265 -6.60439
H 1.98987 -0.55615 -7.94776
H 0.61205 -0.52487 -5.51276
C -0.93841 -0.51534 0.13507
O -0.08480 0.27057 -0.73932
H -0.41333 -1.24630 0.74996
H -1.59086 0.14807 0.70276
H -1.64921 -1.10020 -0.44873
H 0.20099 0.95124 -0.12564
C -7.21496 -2.58269 0.21709
O -6.78316 -3.93378 0.09192
H -6.49605 -1.91303 0.68912
H -7.35541 -2.17023 -0.78203
H -8.15555 -2.67079 0.76080
H -6.29593 -3.89024 0.91794
*
```

=====

Entry 4:
# C14H5Cl4IrN2O6S3Se

C14H5Cl4IrN2O6S3Se as an isolated structure (the ωB97M-V functional and the def2-TZVPD basis, the OMol25 dataset).

The max |F| comes out at 0.012 hartree/bohr. Its energy relative to the best compared isomer or geometry (same formula, charge and spin) is 0.085 eV. The value obtained for the LUMO energy is 4.10 eV. The value obtained for the orbital gap is 6.344 eV.

ORCA input file:
```
! wB97M-V def2-TZVPD RIJCOSX def2/J DEFGRID3
* xyz -2 1
Ir -0.20761 0.70714 -0.15626
Cl 3.69960 -4.07740 -3.08775
C 2.33972 -3.19262 -2.46995
C 1.05773 -3.68559 -2.62506
Cl 0.78714 -5.19526 -3.43787
C -0.03580 -2.96102 -2.12391
Cl -1.65872 -3.54519 -2.29291
C 0.15970 -1.75358 -1.47556
O -0.81758 -1.02143 -0.97398
C 1.47630 -1.24419 -1.31471
O 1.58114 -0.09732 -0.68166
C 2.54823 -1.96964 -1.81284
Cl 4.14084 -1.32300 -1.59632
O -1.92029 1.40584 3.39812
Se -0.71809 1.79335 2.40627
O -1.27864 2.10819 0.79670
O 0.18688 0.44640 1.91824
O 0.20360 3.01455 2.89205
S -4.70047 5.35819 -1.67161
C -3.20324 4.63630 -1.86529
S -3.02886 2.92181 -1.80105
C -1.31081 3.05223 -2.05911
N -0.91302 4.27074 -2.17275
N -1.96518 5.16540 -2.06332
C -1.57905 6.53258 -2.19660
C -0.21684 6.83564 -2.12508
C 0.21042 8.14336 -2.26777
C -0.69850 9.17075 -2.48338
C -2.04673 8.86464 -2.54883
C -2.49620 7.55823 -2.40609
S -0.29089 1.66646 -2.29125
H 0.49066 6.04060 -1.95309
H 1.27008 8.35698 -2.20173
H -0.35780 10.19217 -2.60013
H -2.77611 9.64925 -2.71072
H -3.54832 7.33655 -2.45480
*
```

=====

Entry 5:
# C14H5F3N3O4S4V

C14H5F3N3O4S4V as an isolated structure (the ωB97M-V functional and the def2-TZVPD basis, the OMol25 dataset).

The max |F| comes out at 0.009 hartree/bohr. Its expectation value of S² is 2.018. Its energy relative to the best compared isomer or geometry (same formula, charge and spin) is 0.000 eV. The value obtained for the LUMO energy (alpha / beta) is 4.59 / 4.59 eV. The value obtained for the orbital gap (alpha / beta) is 6.690 / 6.934 eV.

ORCA input file:
```
! wB97M-V def2-TZVPD RIJCOSX def2/J DEFGRID3
* xyz -2 3
V -0.89464 -0.17805 -0.40151
F -3.43400 5.09153 2.26046
C -3.13984 3.76326 2.19061
F -2.66225 3.43337 3.40542
F -4.32017 3.13690 2.05045
C -2.17830 3.47723 1.08054
C -1.76288 4.49342 0.24243
C -0.88847 4.23526 -0.80632
C -0.44885 2.93525 -0.96727
N -0.83385 1.95705 -0.16190
C -1.70181 2.16426 0.85555
S -2.10919 0.71679 1.66441
H -2.13591 5.49681 0.40106
H -0.57411 5.01261 -1.48672
H 0.20975 2.64279 -1.77588
S 1.49260 -0.09493 0.13648
C 1.91162 -1.77390 0.22852
C 3.25321 -2.16889 0.19283
C 3.63657 -3.49763 0.29942
C 5.03108 -3.83917 0.26204
N 6.15036 -4.10731 0.22524
C 2.65276 -4.48935 0.44620
C 1.31549 -4.11102 0.48020
C 0.91903 -2.77942 0.37557
S -0.77600 -2.37574 0.48923
C 3.00422 -5.87480 0.56471
N 3.27147 -6.99030 0.66984
H 4.01295 -1.40653 0.07945
H 0.55575 -4.87364 0.59283
O -0.53469 -0.38057 -2.34498
S -1.95020 0.00842 -2.80262
O -2.55577 -1.04254 -3.58403
O -2.59896 0.11136 -1.41566
O -1.91698 1.30746 -3.44665
*
```

=====

Entry 6:
# C14H6Cl4F3O4S

A 2-piece molecular cluster, C14H6Cl4F3O4S overall at a distorted geometry (the ωB97M-V functional and the def2-TZVPD basis, the OMol25 dataset).

The max |F| comes out at 0.054 hartree/bohr. Its energy relative to the best compared isomer or geometry (same formula, charge and spin) is 0.000 eV. The value obtained for the LUMO energy is 0.15 eV. The value obtained for the orbital gap is 3.164 eV.

ORCA input file:
```
! wB97M-V def2-TZVPD RIJCOSX def2/J DEFGRID3
* xyz -1 1
Cl -2.74468 0.63097 4.02719
C -2.17970 -0.63869 3.04100
C -1.66790 -1.78922 3.56312
Cl -1.52804 -2.04165 5.24265
C -1.19886 -2.91584 2.69853
O -0.77020 -3.96674 3.16486
C -1.28718 -2.67635 1.22526
Cl -0.76307 -3.95997 0.23422
C -1.76568 -1.51344 0.70519
Cl -1.88023 -1.26146 -0.97838
C -2.28443 -0.41039 1.56622
O -2.76663 0.61429 1.09118
F 3.82142 -1.61152 1.42404
C 2.98994 -1.56033 0.36867
F 3.66034 -1.91309 -0.75408
F 1.97860 -2.44623 0.56146
S 2.30881 0.17750 0.24418
C 1.35043 0.04692 -1.19116
C 0.68775 1.15619 -1.74338
C -0.11549 1.01913 -2.92588
C -0.83122 2.09672 -3.41930
C -0.76290 3.34606 -2.79170
C 0.04812 3.50634 -1.66010
C 0.77866 2.44919 -1.14305
O 1.46766 0.32245 1.41744
O 3.48262 1.00806 0.07367
H 1.35257 -0.92380 -1.68114
H -0.13895 0.04041 -3.41231
H -1.45299 1.96536 -4.30355
H -1.33441 4.18631 -3.18510
H 0.10671 4.47952 -1.17882
H 1.43894 2.58332 -0.28094
*
```

=====

Question: Number 1 is which compound?
Answer: C14H56N28O14

=====

Question: Look up the energy relative to the best compared isomer or geometry (same formula, charge and spin) of the fifth one.
Answer: 0.000 eV

=====

Question: energy relative to the best compared isomer or geometry (same formula, charge and spin) of number 1 (C14H56N28O14)?
Answer: 8.986 eV